{"formula": "C50H102ClI2N7O9", "method": "ωB97M-V/def2-TZVPD", "symbols": ["C", "C", "C", "I", "C", "N", "N", "C", "O", "C", "C", "C", "O", "C", "C", "O", "C", "C", "C", "C", "C", "C", "C", "C", "C", "C", "C", "C", "C", "C", "C", "C", "O", "I", "C", "C", "C", "C", "Cl", "H", "H", "H", "H", "H", "H", "H", "H", "H", "H", "H", "H", "H", "H", "H", "H", "H", "H", "H", "H", "H", "H", "H", "H", "H", "H", "H", "H", "H", "H", "H", "H", "H", "H", "H", "H", "H", "H", "H", "H", "H", "H", "H", "H", "H", "H", "H", "C", "O", "C", "C", "C", "N", "H", "H", "H", "H", "H", "H", "H", "H", "H", "H", "H", "C", "O", "C", "C", "C", "N", "H", "H", "H", "H", "H", "H", "H", "H", "H", "H", "H", "C", "O", "C", "C", "C", "N", "H", "H", "H", "H", "H", "H", "H", "H", "H", "H", "H", "C", "O", "C", "C", "C", "N", "H", "H", "H", "H", "H", "H", "H", "H", "H", "H", "H", "C", "O", "C", "C", "C", "N", "H", "H", "H", "H", "H", "H", "H", "H", "H", "H", "H"], "xyz": [[6.125550, -7.830098, 1.106838], [5.274866, -6.616291, 1.787882], [6.298436, -5.378976, 2.040849], [7.187641, -5.670990, 4.011806], [5.542784, -3.937429, 2.035145], [4.240983, -3.822706, 2.763892], [6.388677, -2.949905, 2.825846], [5.705234, -1.646294, 2.522487], [5.514006, -0.768730, 3.409873], [5.234459, -1.596060, 0.953049], [3.717864, -1.080708, 1.004210], [3.265843, -0.182354, -0.243562], [1.815031, 0.013431, -0.299578], [1.556244, 1.450839, -0.342534], [-0.043102, 1.631576, -0.199735], [-0.473819, 1.653759, 1.207415], [-1.518772, 0.681641, 1.367466], [-2.942379, 1.015368, 0.853425], [-4.123400, -0.016899, 0.952325], [-3.925918, -1.446936, 1.583229], [-5.117681, -2.541411, 1.656407], [-6.493095, -1.655729, 1.636078], [-5.159627, -3.337211, 3.057336], [-5.184008, -3.467206, 0.344964], [-4.416945, -4.873107, 0.418060], [-5.293929, -6.066000, 1.103330], [-2.940133, -4.828777, 1.035373], [-4.231310, -5.354929, -1.136638], [-2.477156, -1.715592, 2.133115], [-1.307171, -0.697301, 2.031684], [6.352633, -0.744306, 0.166452], [7.547355, -0.199262, 1.118373], [8.556344, -0.911582, 1.332513], [7.275160, 1.824218, 1.927267], [5.487977, -3.142930, 0.603915], [4.442574, -3.947202, -0.312302], [4.199259, -3.282502, -1.774001], [2.607980, -3.175184, -2.027954], [4.883879, -4.441155, -3.054023], [5.434957, -8.669421, 0.744664], [6.857870, -8.173316, 1.925797], [6.671019, -7.370512, 0.199212], [4.365719, -6.313777, 1.153496], [4.855123, -6.952798, 2.807487], [7.155870, -5.412870, 1.282419], [4.497703, -3.946658, 3.761409], [3.567752, -4.543361, 2.470066], [7.301241, -2.970311, 2.338266], [3.443880, -0.513514, 1.965501], [3.038498, -2.014293, 0.999966], [3.812779, 0.833774, -0.207680], [3.558800, -0.650493, -1.254785], [1.929685, 1.860585, -1.348477], [2.105868, 1.953267, 0.536077], [-0.311754, 2.621382, -0.714578], [-0.557760, 0.765639, -0.762355], [-3.139446, 2.048992, 0.386136], [-5.112249, 0.332267, 0.517083], [-6.418378, -0.803019, 2.403245], [-6.650525, -1.234747, 0.579529], [-7.360552, -2.351695, 1.916472], [-5.604863, -2.589372, 3.823254], [-4.137766, -3.625639, 3.469446], [-5.913363, -4.214420, 3.046769], [-4.713977, -2.869295, -0.526529], [-6.281201, -3.645135, 0.042505], [-5.095979, -6.146408, 2.235346], [-5.053640, -7.055278, 0.555488], [-6.420085, -5.891844, 0.943193], [-2.884983, -4.833299, 2.173359], [-2.395948, -5.791748, 0.690310], [-2.355642, -3.966631, 0.544610], [-3.401910, -6.158712, -1.171464], [-5.204224, -5.839225, -1.487525], [-3.962745, -4.444058, -1.776551], [-2.215425, -2.719172, 2.633597], [-0.256861, -0.938574, 2.412681], [6.875008, -1.409592, -0.614644], [5.961192, 0.168482, -0.394772], [6.513698, -3.412968, 0.159473], [4.842753, -5.007646, -0.495029], [3.438436, -4.010196, 0.258787], [4.753440, -2.294340, -1.916692], [2.005641, -3.069605, -1.063586], [2.293381, -4.174709, -2.501694], [2.303194, -2.318082, -2.719373], [-3.202923, 6.840245, -1.934059], [-2.179763, 5.909474, -1.616921], [-1.299790, 6.328198, -0.579433], [-1.838107, 6.089741, 0.846320], [-2.895553, 7.103401, 1.275462], [-2.387523, 4.736595, 0.996418], [-2.864215, 7.875952, -1.832570], [-4.078562, 6.662077, -1.307273], [-3.502920, 6.674351, -2.969920], [-0.394410, 5.723407, -0.701942], [-0.995878, 7.372562, -0.726360], [-0.993824, 6.195291, 1.536364], [-3.868596, 6.915315, 0.816442], [-3.042628, 7.062728, 2.358191], [-2.588907, 8.122261, 1.020668], [-1.648051, 4.061815, 0.801854], [-3.051753, 4.593855, 0.234412], [-8.981613, 6.342123, -5.283410], [-8.769463, 5.271637, -4.378354], [-7.772118, 4.340706, -4.786590], [-6.326657, 4.777876, -4.472304], [-5.789755, 5.838721, -5.429625], [-6.198720, 5.271419, -3.094914], [-8.857890, 6.032161, -6.325339], [-8.309256, 7.170424, -5.049733], [-10.003859, 6.701878, -5.148371], [-7.976793, 3.425850, -4.220257], [-7.893808, 4.081828, -5.846088], [-5.687358, 3.894939, -4.580603], [-6.194089, 6.832642, -5.225111], [-4.702461, 5.914438, -5.340938], [-6.020445, 5.583215, -6.468029], [-6.467151, 4.524568, -2.455749], [-6.922213, 5.978066, -2.957939], [-12.861409, 4.258016, -9.416542], [-11.954882, 4.604886, -8.382588], [-12.161139, 5.898350, -7.824268], [-13.269811, 5.959479, -6.753472], [-14.680560, 5.938673, -7.335929], [-13.140945, 4.867897, -5.779374], [-13.143910, 5.122570, -10.024352], [-13.749606, 3.783110, -8.994396], [-12.373340, 3.525593, -10.062383], [-11.214085, 6.163196, -7.342241], [-12.322992, 6.641258, -8.615844], [-13.156874, 6.909816, -6.220087], [-14.982067, 4.943926, -7.671230], [-15.407056, 6.252531, -6.581533], [-14.765460, 6.625158, -8.183604], [-12.232832, 4.944183, -5.322784], [-13.073317, 3.997292, -6.307285], [12.103312, 4.408055, -1.545626], [11.422152, 3.655613, -0.555538], [11.094992, 4.386389, 0.621956], [9.811736, 5.234968, 0.508506], [10.001506, 6.522388, -0.289527], [8.707527, 4.467393, -0.081279], [12.777138, 5.150581, -1.108181], [11.384912, 4.891519, -2.211250], [12.695030, 3.716328, -2.148309], [10.930679, 3.631505, 1.398383], [11.949554, 4.989924, 0.953743], [9.522081, 5.526802, 1.524049], [10.047011, 6.346304, -1.366481], [9.164421, 7.203869, -0.114909], [10.917810, 7.039185, 0.011092], [8.521237, 3.658167, 0.511056], [9.053986, 4.057052, -0.949119], [6.889209, -7.446553, 10.458058], [7.295771, -6.742150, 9.296543], [8.511836, -7.205524, 8.719028], [8.354112, -8.440716, 7.808485], [8.172493, -9.745921, 8.578895], [7.234786, -8.281531, 6.871367], [7.741136, -7.771049, 11.062775], [6.270718, -8.303135, 10.181356], [6.272109, -6.777268, 11.060565], [8.876334, -6.377548, 8.101409], [9.271164, -7.370265, 9.494183], [9.277132, -8.537491, 7.226375], [7.167390, -9.853291, 8.992622], [8.336630, -10.602030, 7.918826], [8.890086, -9.819303, 9.401481], [7.409487, -7.460942, 6.292504], [6.415295, -8.019747, 7.420391]], "atomic_forces_ev_per_a": [[-0.61, 1.15, 0.39], [0.53, -0.40, 0.18], [-1.59, 0.17, -0.85], [-0.04, -0.09, -0.57], [0.83, 1.63, 0.40], [1.22, -0.99, -0.41], [-1.05, 0.63, -1.19], [-0.14, 1.74, 2.62], [0.83, -3.58, -4.09], [0.80, -0.56, 1.76], [-1.23, -0.26, -1.03], [0.70, -0.13, -0.54], [1.74, 1.28, 0.55], [-1.18, -0.29, 0.46], [1.11, 0.16, -1.09], [-1.24, -2.11, -1.21], [-3.38, -2.16, 0.43], [0.38, -2.94, 1.27], [3.56, -0.70, 1.06], [3.19, 2.50, -0.06], [-0.94, 1.29, 0.14], [0.51, -0.45, 0.02], [-0.58, 1.01, 0.50], [0.71, 0.05, -0.09], [-0.15, -1.11, -0.98], [0.08, 0.31, -0.19], [0.22, -0.58, -0.93], [0.02, 0.04, 0.86], [-0.33, 2.56, -1.21], [-2.75, 1.15, -1.43], [0.59, 0.88, -0.43], [2.47, -3.33, -0.34], [-4.15, 3.27, -0.60], [0.06, -1.11, -0.22], [-0.91, -2.89, -0.17], [0.07, 0.70, -0.33], [-1.20, -0.25, 0.90], [0.03, -0.39, -0.36], [-0.17, 0.85, 0.64], [1.13, 1.16, 0.68], [-0.99, 0.27, -1.58], [-0.68, -0.98, 1.42], [1.52, -0.33, 0.73], [0.65, 0.50, -1.62], [-1.23, 0.18, 1.10], [-0.53, -0.01, -0.73], [0.48, 0.37, 0.35], [-0.24, 0.43, 0.56], [0.88, -0.83, -1.39], [1.11, 1.46, 0.06], [-0.89, -1.46, 0.07], [-0.27, 0.50, 1.55], [-0.63, -0.37, 1.39], [-0.92, -0.53, -1.33], [0.17, -1.29, 0.87], [0.87, 1.40, 0.90], [0.33, -1.87, 0.85], [1.46, -0.67, 0.75], [-0.19, -1.28, -1.21], [0.05, -0.58, 1.62], [1.15, 1.06, -0.50], [0.83, -1.16, -1.12], [-1.45, 0.11, -0.74], [1.48, 1.33, -0.21], [-0.73, -0.82, 1.41], [1.58, 0.15, 0.62], [-0.28, -0.04, -1.82], [-0.20, 1.48, 1.16], [1.65, -0.12, 0.25], [-0.17, 0.33, -1.57], [-0.91, 1.43, 0.63], [-0.86, -1.16, 1.06], [-1.33, 1.33, -0.12], [1.29, 0.82, 0.25], [-0.29, -1.50, 0.70], [-0.60, 1.87, -0.93], [-1.79, 0.24, -0.56], [-0.75, 0.99, 1.32], [0.25, -1.24, 0.91], [-1.27, 1.15, 0.53], [-0.60, 1.63, 0.44], [1.56, 0.04, -1.09], [-0.80, -1.48, 0.24], [1.05, 0.05, -1.19], [0.36, 1.59, 0.66], [0.59, -1.24, 0.86], [-0.13, -0.25, -0.12], [0.31, 0.36, 0.18], [0.13, -0.27, 0.03], [-0.38, 0.05, -0.25], [-0.03, 0.19, 0.20], [0.24, -0.08, -0.27], [0.05, -0.02, 0.11], [-0.06, 0.21, -0.06], [0.04, -0.08, 0.09], [-0.10, -0.05, -0.04], [-0.15, 0.05, 0.02], [0.04, -0.08, -0.12], [0.12, -0.04, -0.04], [0.03, -0.07, -0.11], [-0.03, -0.06, -0.01], [-0.06, -0.02, 0.26], [0.01, 0.11, 0.15], [-0.08, 0.08, 0.32], [0.12, -0.19, -0.38], [0.05, -0.21, 0.23], [-0.23, 0.38, -0.05], [0.20, 0.02, -0.16], [-0.24, -0.21, 0.04], [0.09, -0.01, 0.03], [0.02, 0.06, -0.23], [0.02, -0.09, 0.05], [-0.05, 0.13, 0.04], [0.03, 0.15, -0.04], [-0.13, -0.03, 0.06], [-0.04, -0.11, 0.04], [-0.11, -0.02, 0.05], [0.00, 0.03, 0.07], [0.15, 0.07, -0.03], [0.16, -0.04, -0.04], [0.12, -0.31, 0.13], [-0.09, 0.44, -0.12], [0.18, 0.00, 0.24], [-0.12, -0.37, -0.24], [-0.21, 0.18, 0.00], [0.33, 0.08, -0.10], [-0.04, 0.02, 0.08], [-0.14, 0.10, -0.16], [0.07, 0.08, 0.07], [-0.04, -0.13, -0.03], [-0.14, -0.07, -0.05], [0.13, -0.05, -0.03], [0.12, 0.05, 0.03], [0.12, -0.07, -0.03], [0.01, -0.06, 0.03], [-0.15, 0.00, 0.08], [-0.11, 0.11, 0.10], [-0.17, -0.29, -0.15], [0.18, 0.33, 0.26], [-0.19, -0.22, 0.19], [0.14, -0.03, -0.47], [-0.02, 0.28, 0.07], [0.19, -0.17, 0.17], [-0.08, 0.04, 0.02], [0.13, 0.20, -0.02], [-0.03, -0.03, 0.11], [-0.01, -0.03, -0.14], [0.00, 0.09, -0.14], [0.05, -0.14, 0.00], [0.01, -0.08, 0.10], [0.04, -0.12, -0.02], [-0.04, -0.04, -0.04], [0.02, 0.28, -0.19], [-0.09, 0.13, 0.07], [-0.29, 0.16, -0.15], [0.42, -0.17, 0.12], [0.01, 0.16, -0.27], [-0.35, -0.03, 0.29], [0.14, -0.24, 0.02], [0.13, 0.28, 0.08], [0.01, -0.05, -0.07], [0.09, -0.13, 0.17], [0.08, 0.05, -0.08], [-0.13, -0.01, 0.04], [-0.09, -0.12, 0.07], [-0.04, 0.14, 0.01], [0.07, 0.10, -0.04], [-0.05, 0.12, 0.02], [-0.06, 0.01, -0.03], [-0.03, -0.23, -0.04], [0.09, -0.12, -0.09]], "total_energy_ha": -4081.88271, "homo_lumo_gap_ev": 8.3}